1.
# C2HCl3OS

The molecule C2HCl3OS (wB97M-V/def2-TZVPD, OMol25).

Structure (XYZ):
```
8
Properties=species:S:1:pos:R:3:forces:R:3
O -0.945506 -0.786281 1.777569 -0.06 -0.56 -0.29
C -0.545982 -0.061811 0.918816 0.38 0.35 1.13
C 0.351644 -0.518489 -0.262430 0.19 1.01 0.43
Cl 0.229628 -2.231675 -0.579174 -0.11 0.22 -0.07
Cl 2.072658 -0.045794 0.100269 -0.82 -0.16 -0.02
S -0.294657 0.342348 -1.723658 -0.10 -0.89 -0.64
Cl -0.103156 2.273822 -1.260051 0.17 0.43 0.17
H -0.764628 1.027880 1.028659 0.34 -0.39 -0.71
```
Forces are in eV/Å.

## Properties
**LUMO energy**: -0.29 eV
**Kohn-Sham gap**: 9.54 eV
**Total energy**: -1930.783477 Eh
**Net charge**: 0
**Highest occupied orbital energy**: -9.83 eV
**SMILES string**: O=CC(Cl)(Cl)SCl
**ΔE to the lowest compared entry with this formula, charge and spin**: 0.9 kcal/mol
**Molar mass**: 179.5 g mol⁻¹

=====

2.
# C18H23IrN2O6SSeSi

A structure of composition C18H23IrN2O6SSeSi (wB97M-V/def2-TZVPD, OMol25).

Structure (XYZ):
```
53
Properties=species:S:1:pos:R:3:forces:R:3
Ir -0.299864 -0.996392 -0.158409 -1.43 -1.30 0.47
O -2.453118 -1.155103 0.741728 0.71 0.78 -0.02
C -2.305565 -2.074472 1.803876 -0.16 -0.10 0.42
C -1.620351 -3.291297 1.277989 0.00 -0.04 -0.11
C -1.777761 -4.530715 1.873504 -0.09 -0.08 -0.07
C -1.071799 -5.612036 1.381555 0.11 0.00 -0.03
C -0.224579 -5.423689 0.299447 -0.19 -0.01 0.06
C -0.122964 -4.162021 -0.249137 0.04 -0.18 -0.19
N -0.804441 -3.115155 0.226434 1.05 0.99 0.24
H -2.409463 -0.233525 1.127092 -0.09 -0.02 0.08
H -3.281107 -2.317546 2.231201 -0.01 -0.13 -0.09
H -1.676760 -1.659002 2.598216 -0.05 0.07 -0.05
H -2.444129 -4.635262 2.718814 -0.02 0.03 -0.02
H -1.172870 -6.590069 1.833124 -0.01 0.02 0.03
H 0.352315 -6.239893 -0.109947 0.00 0.03 -0.05
H 0.519151 -3.968431 -1.098120 0.01 0.08 0.05
C 1.540678 -1.377871 -5.062133 -0.04 0.08 0.03
Si 1.281044 -0.222543 -3.612436 0.07 -0.33 0.82
C 2.718876 0.961428 -3.410178 -0.19 0.15 -0.25
C -0.408597 0.575065 -3.573852 0.10 0.06 -0.20
Se 1.402226 -1.630992 -1.758484 0.07 0.38 -0.12
H 1.596879 -0.834028 -6.008155 0.02 0.01 0.00
H 0.723618 -2.097933 -5.125685 -0.01 0.02 0.00
H 2.468191 -1.938907 -4.932760 0.02 0.03 -0.02
H 2.946898 1.509773 -4.328298 -0.01 0.03 0.02
H 3.605982 0.401391 -3.113329 -0.01 -0.02 -0.02
H 2.500101 1.683700 -2.621188 0.01 -0.02 0.02
H -0.526342 1.354724 -4.330828 -0.01 -0.02 -0.02
H -0.573875 1.017509 -2.592349 0.02 0.07 -0.05
H -1.180336 -0.180651 -3.734424 0.02 -0.01 -0.05
C 2.894867 -0.136818 2.375210 -0.13 -0.07 0.08
O 1.945226 -0.238710 1.296899 0.20 0.25 0.13
C 0.851066 -0.960710 1.510977 -0.89 0.06 -1.47
O 0.565547 -1.531701 2.528097 0.15 -0.13 0.22
H 3.284364 0.876607 2.353439 0.00 0.01 -0.03
H 3.697924 -0.851138 2.202307 0.00 -0.01 0.00
H 2.408118 -0.343511 3.324723 0.02 0.03 0.02
O -1.451176 1.925909 3.985005 0.15 0.03 -0.08
S -2.021131 2.313084 2.728872 -0.16 0.08 0.21
O -3.429746 2.581395 2.684429 0.02 0.01 -0.06
N -1.626639 1.216215 1.564256 0.08 0.03 -0.10
C -0.917841 1.759132 0.597209 -0.08 0.04 0.16
O -0.446161 1.136638 -0.402025 0.64 -0.79 0.15
C -0.656964 3.214316 0.769821 0.09 0.17 -0.07
C 0.005108 4.077961 -0.082872 0.10 -0.03 -0.02
C 0.197824 5.388333 0.335659 -0.01 0.06 -0.03
C -0.253802 5.819584 1.579952 -0.02 -0.10 0.01
C -0.935611 4.952493 2.427182 -0.04 -0.01 0.10
C -1.132688 3.661998 1.987142 -0.08 -0.20 -0.10
H 0.368372 3.732325 -1.041582 0.02 -0.02 0.02
H 0.712823 6.085745 -0.311963 0.01 -0.01 0.00
H -0.071841 6.838722 1.893977 -0.01 0.01 -0.02
H -1.289678 5.266077 3.400021 -0.02 0.05 -0.03
```
Forces are in eV/Å.

## Properties
**LUMO energy**: -0.25 eV
**Kohn-Sham gap**: 7.38 eV
**Total energy**: -4454.173653 Eh
**Net charge**: 0
**Highest occupied orbital energy**: -7.63 eV
**ΔE to the lowest compared entry with this formula, charge and spin**: 17.2 kcal/mol
**Molar mass**: 694.7 g mol⁻¹